# 1
Below is an isolated molecule of C6H10O in a non-equilibrium geometry, with properties calculated with wB97M-V/def2-TZVPD.

As for the SMILES: C[C@H]1OC[C@H]2C[C@H]21. The calculated total energy comes out at -309.80261 a.u. The calculation puts the energy above the lowest of the compared OMol25 structures with the same formula, charge and spin at 1.082 eV. Its HOMO-LUMO gap is 10.731 eV.

The geometry in ORCA input format:
```
! RIJCOSX wB97M-V def2-TZVPD def2/J DEFGRID3
* xyz 0 1
C 1.75022 0.52198 -1.08127
H 0.03798 -0.50763 -1.88366
H 1.66863 1.37339 -1.76833
H 2.47811 -0.18236 -1.49638
H -0.36362 -2.11920 1.55964
C -0.48634 1.03867 1.19580
C 0.39910 -0.16284 -0.90261
H 0.53549 0.93878 1.58012
H -1.47649 -2.10463 0.15608
C -0.62352 -1.54353 0.66190
H -0.98795 1.93167 1.57042
C -1.28533 -0.20837 0.83479
H -2.32932 -0.51508 0.87692
O 0.56876 -1.30979 -0.06006
C -0.70022 0.66443 -0.24228
H 2.13786 0.89177 -0.12551
H -1.32338 1.29275 -0.87557
*
```

---

# 2
Below is C5H3Cl3INO4 as an isolated structure in a non-equilibrium geometry, with properties calculated with wB97M-V/def2-TZVPD.

The calculated total energy comes out at -2226.22329 a.u. Its HOMO-LUMO gap is 9.432 eV.

The geometry in ORCA input format:
```
! RIJCOSX wB97M-V def2-TZVPD def2/J DEFGRID3
* xyz 0 1
Cl 1.26747 2.14629 -3.58363
I -1.36389 0.79792 -0.42794
O -1.48955 -1.10792 1.80879
N 2.49980 -0.38308 3.58701
C 0.05979 1.17971 -4.43736
O 0.49440 -1.07728 0.66021
C 0.13917 0.26724 1.06613
O -0.57751 -3.06952 0.97117
C 1.36099 -0.43607 3.53887
H 1.05187 0.89405 1.14567
Cl -1.45423 1.13131 -3.52525
C -0.54704 -1.91947 1.11190
H 0.43536 0.16565 -4.52665
O 0.11315 -0.94626 3.36001
C -0.60960 -0.14349 2.40279
H -1.16789 0.68446 2.91025
Cl -0.21230 1.81647 -6.06194
*
```

---

# 3
Below is a 2-piece molecular cluster, C3H9NO2S overall in a non-equilibrium geometry, with properties calculated with wB97M-V/def2-TZVPD.

As for the SMILES: O=CNCCS.O. The calculated total energy comes out at -723.08447 a.u. The calculation puts the energy above the lowest of the compared OMol25 structures with the same formula, charge and spin at 2.283 eV. Its HOMO-LUMO gap is 9.701 eV.

The geometry in ORCA input format:
```
! RIJCOSX wB97M-V def2-TZVPD def2/J DEFGRID3
* xyz 0 1
H -2.10047 -2.88986 1.19823
C -0.39273 0.66162 0.00935
O 1.05569 3.65694 -1.13510
H 2.61095 -1.72301 -1.28649
H 0.03210 -1.35739 0.20579
H -0.84934 3.30163 -0.83686
H -1.30983 -4.07482 0.79369
S 1.63686 -0.75762 -1.57732
H -1.06376 0.31961 0.81296
C 0.17240 3.01339 -0.61745
O -1.93599 -3.79068 1.45601
H -1.00408 0.80308 -0.89138
C 0.60505 -0.46571 -0.07341
H 1.26723 -0.46708 0.80545
N 0.28375 1.93702 0.21344
H 0.99218 1.83289 0.92310
*
```

---

# 4
Below is an isolated molecule of C4H13PSi2 in a non-equilibrium geometry, with properties calculated with wB97M-V/def2-TZVPD.

As for the SMILES: C[Si]#[PH][Si](C)(C)C. The calculated total energy comes out at -1080.45168 a.u. The calculation puts the energy above the lowest of the compared OMol25 structures with the same formula, charge and spin at 1.161 eV. Its HOMO-LUMO gap is 6.914 eV.

The geometry in ORCA input format:
```
! RIJCOSX wB97M-V def2-TZVPD def2/J DEFGRID3
* xyz 0 1
H 0.79224 2.24592 -2.15768
H 2.84118 -0.86077 -0.29421
H 0.59543 2.17867 1.11756
P -1.38981 -0.44374 -0.77812
H 2.03594 0.91806 1.42395
Si 0.72394 0.19691 -0.37766
C 1.87928 -1.34681 -0.52873
Si -2.53070 0.43077 0.89852
C 1.57024 1.48194 -1.89779
H -4.05833 -1.47845 0.64527
H 2.04513 -1.69671 -1.52158
H 0.31012 0.53964 1.94450
C 0.95099 1.14573 1.29501
H -2.54194 -1.89370 1.57370
C -3.43226 -1.28707 1.56268
H 1.68224 -2.21464 0.19650
H 2.38263 1.93573 -1.45051
H -4.00751 -1.40466 2.56453
H -1.70608 0.76425 -1.47180
H 1.85727 0.78892 -2.74415
*
```

---

# 5
Below is C3H3MgO2 as an isolated structure in a non-equilibrium geometry, with properties calculated with wB97M-V/def2-TZVPD.

The calculated total energy comes out at -466.23254 a.u. The calculation puts the energy above the lowest of the compared OMol25 structures with the same formula, charge and spin at 5.939 eV. Its HOMO-LUMO gap (spin up / spin down) is 5.093 / 4.876 eV.

The geometry in ORCA input format:
```
! RIJCOSX wB97M-V def2-TZVPD def2/J DEFGRID3
* xyz 1 1
O -0.48019 0.63251 -1.56526
C -0.50663 -0.00932 1.02633
C 0.07674 -0.24862 -0.79224
Mg 0.04194 -0.23410 -3.21866
H -1.37699 -0.67392 0.91301
O 2.18454 -0.25554 0.39345
H -0.90182 1.01535 1.11713
H -0.11731 -0.35347 1.99194
C 1.07972 0.12710 0.13429
*
```

---

# 6
Below is a 9-piece molecular cluster, C25H48N2O7 overall in a non-equilibrium geometry, with properties calculated with wB97M-V/def2-TZVPD.

As for the SMILES: CC(C)=O.CC(C)=O.CC(C)=O.CC(C)=O.CC(C)=O.CC(C)=O.CC(C)=O.CC#N.CC#N. The calculated total energy comes out at -1617.49247 a.u. Its HOMO-LUMO gap is 9.377 eV.

The geometry in ORCA input format:
```
! RIJCOSX wB97M-V def2-TZVPD def2/J DEFGRID3
* xyz 0 1
H 0.20232 -19.45582 5.79226
H 4.03389 -19.46990 3.95178
H -2.03823 -19.83317 5.65477
C 10.53237 -19.42128 7.33053
H 7.00849 -22.45134 5.49871
C -2.07689 -20.87864 5.36883
C 1.26994 -23.20902 2.44901
O 3.09426 -18.76797 7.71463
H 9.84573 -14.33769 5.45494
H 1.97655 -18.45920 1.61177
H 8.28139 -21.87904 4.61793
C 9.32480 -18.63827 7.13667
H 6.15823 -20.26158 0.60009
H 6.56938 -21.91249 3.89664
C 4.26750 -18.89295 3.06289
C 5.75124 -18.61760 3.13195
C 8.47425 -24.11177 2.84733
C 3.84365 -20.58954 9.07028
H 9.02478 -25.04561 2.94418
N 2.45637 -21.09799 1.40837
H 8.90350 -12.93109 6.14821
H -0.28184 -19.45269 0.66920
O -0.41498 -22.58882 5.23149
H 11.30022 -19.30369 6.56825
C 7.65154 -15.41735 4.07417
H 0.75601 -19.90811 -0.62409
O 5.54355 -22.35868 1.92266
C 0.45738 -20.51401 5.85713
O 6.30684 -17.96002 2.31349
C 5.01485 -23.43416 -0.14334
H 5.88680 -23.89983 -0.62025
H 5.04965 -20.80550 -0.64294
H 2.68674 -17.11355 0.65020
H 2.09114 -19.42154 10.74805
C 2.99520 -19.37976 8.76329
H 0.62391 -20.62646 6.93786
C 5.94377 -21.08178 -0.08187
H -0.71090 -19.05721 -1.01491
C 1.77260 -17.61180 0.97225
H -2.69762 -21.38798 6.10698
H 10.30978 -20.48401 7.41047
H 7.45761 -15.31328 3.00297
H 1.97284 -23.99743 2.18119
H 3.20783 -21.48746 9.04979
H 9.20940 -23.31502 2.73302
H 3.97302 -19.33083 2.11677
C 6.47838 -19.04030 4.36884
C 1.98033 -18.92688 9.78780
C 0.96282 -17.88012 -0.25236
H 1.31556 -22.99438 3.51793
C 7.63357 -23.86338 4.08037
H 7.79597 -24.15858 1.99546
H 7.55361 -19.14823 4.31178
C -0.66804 -21.45187 5.47306
H 8.64761 -14.64598 6.63507
H 4.26880 -23.16552 -0.88943
O 7.32808 -13.09382 4.27180
C 0.09787 -19.09295 -0.28912
H 8.50183 -16.10556 4.07359
H 3.79813 -17.90604 3.08365
H 1.37838 -20.71997 5.32041
C 7.34404 -22.42480 4.44931
H 6.22071 -18.28471 5.12242
N 8.33915 -18.06347 6.98029
H 11.01708 -19.11188 8.26118
H 6.80588 -15.91732 4.54086
O 7.17926 -24.77168 4.73506
H 0.25663 -23.24249 2.07766
H 1.25378 -16.84566 1.56397
H 6.04111 -19.94716 4.78981
H 4.28525 -20.57373 10.06358
C 5.54064 -22.30827 0.71386
H 2.09087 -17.85393 9.95777
H 4.53478 -24.23554 0.42680
H 6.77884 -21.33835 -0.72851
H 1.00312 -19.03149 9.31351
H -2.43021 -21.00003 4.34974
C 7.91810 -14.06209 4.65260
C 8.87839 -13.96198 5.81489
H 4.54413 -20.70668 8.25348
C 1.94133 -22.01296 1.85485
O 1.13162 -17.23198 -1.24248
*
```